No. 1
ORCA calculation (the ωB97M-V functional and the def2-TZVPD basis) on a structure of composition C36H46N14OSTi.

ΔE to the lowest compared entry with this formula, charge and spin = 0.000 eV
Maximum force = 0.658 eV/A
LUMO level (spin up / spin down) = 0.0208 / 0.0207 hartree
Gap between HOMO and LUMO (spin up / spin down) = 5.022 / 7.582 eV

Structure (ORCA input):
```
! wB97M-V def2-TZVPD RIJCOSX def2/J DEFGRID3
* xyz 0 3
Ti -1.101 -1.172 -0.359
N -0.683 -5.598 -0.771
C -1.091 -4.300 -0.472
S -1.396 -3.246 -1.836
N -1.095 -3.959 0.774
N -1.487 -2.611 0.960
C -2.385 -2.513 1.948
C -3.261 -1.397 2.092
C -3.949 -1.195 3.304
C -4.835 -0.150 3.483
C -5.086 0.724 2.427
C -4.446 0.534 1.211
C -3.528 -0.501 1.016
O -2.926 -0.611 -0.160
H -1.018 -5.925 -1.664
H -0.859 -6.242 -0.012
H -2.490 -3.364 2.615
H -3.764 -1.889 4.117
H -5.342 -0.026 4.432
H -5.791 1.538 2.546
H -4.654 1.183 0.366
C 2.415 -2.544 -1.467
N 1.498 -2.586 -0.342
C 2.131 -2.831 0.941
C 2.712 -1.619 1.602
N 2.502 -0.381 1.279
C 3.098 0.362 2.286
C 3.135 1.744 2.457
C 3.776 2.238 3.577
C 4.375 1.380 4.510
C 4.347 0.005 4.356
C 3.692 -0.484 3.232
N 3.440 -1.758 2.763
C 2.744 -1.168 -1.960
N 2.013 -0.111 -1.803
C 2.627 0.872 -2.564
C 2.248 2.196 -2.783
C 3.047 2.971 -3.603
C 4.204 2.448 -4.197
C 4.592 1.135 -3.996
C 3.778 0.362 -3.178
N 3.833 -0.957 -2.772
H 3.351 -3.079 -1.245
H 1.945 -3.071 -2.304
H 0.856 -3.355 -0.489
H 1.356 -3.230 1.603
H 2.909 -3.610 0.877
H 2.662 2.392 1.731
H 3.821 3.307 3.742
H 4.871 1.806 5.372
H 4.804 -0.651 5.086
H 3.700 -2.626 3.197
H 1.352 2.591 -2.323
H 2.781 4.002 -3.793
H 4.808 3.088 -4.828
H 5.486 0.737 -4.459
H 4.530 -1.636 -3.016
C -2.012 3.021 1.882
N -1.126 2.147 2.638
C -1.425 2.069 4.066
C -0.706 0.808 4.498
N -0.612 0.069 3.258
C 0.175 -1.131 3.265
C -0.761 0.889 2.180
N -0.557 0.525 0.947
C -0.244 1.561 -0.042
C -1.277 1.644 -1.168
N -1.169 0.466 -2.028
C -1.541 0.581 -3.263
N -1.092 -0.208 -4.282
C -0.124 -1.263 -4.186
C -1.720 0.109 -5.543
C -2.343 1.476 -5.263
N -2.428 1.478 -3.817
C -3.346 2.354 -3.134
H -2.820 3.350 2.538
H -2.475 2.486 1.060
H -1.491 3.903 1.505
H -2.507 1.961 4.202
H -1.084 2.958 4.596
H -1.264 0.249 5.251
H 0.300 1.016 4.886
H 1.165 -0.936 3.697
H 0.267 -1.488 2.247
H -0.330 -1.904 3.848
H 0.718 1.281 -0.478
H -0.108 2.548 0.408
H -1.073 2.576 -1.712
H -2.270 1.706 -0.719
H 0.175 -1.361 -3.150
H 0.755 -1.036 -4.799
H -0.556 -2.215 -4.506
H -2.476 -0.639 -5.813
H -0.975 0.146 -6.340
H -3.338 1.571 -5.699
H -1.722 2.298 -5.640
H -4.238 2.460 -3.755
H -2.940 3.352 -2.946
H -3.655 1.907 -2.194
*
```

No. 2
ORCA calculation (the ωB97M-V functional and the def2-TZVPD basis) on a structure of composition C7H11GdNP at a distorted geometry.

ΔE to the lowest compared entry with this formula, charge and spin = 0.000 eV
Maximum force = 3.356 eV/A
LUMO level (spin up / spin down) = -0.0240 / -0.0088 hartree
Gap between HOMO and LUMO (spin up / spin down) = 4.365 / 5.649 eV

Structure (ORCA input):
```
! wB97M-V def2-TZVPD RIJCOSX def2/J DEFGRID3
* xyz 0 8
C 0.275 -1.759 -1.719
C 1.338 -2.699 -1.532
C 0.839 -3.768 -0.741
C -0.548 -3.574 -0.521
C -0.903 -2.294 -1.055
Gd -1.132 0.784 -0.101
P -1.097 2.835 -1.944
H 0.298 -0.843 -2.325
H 2.356 -2.595 -1.908
H 1.412 -4.630 -0.414
H -1.907 -1.840 -1.074
H -1.221 -4.252 0.000
H -2.335 3.005 -2.676
H -0.203 2.806 -3.081
H -0.908 4.221 -1.569
C 0.825 2.595 3.853
C 0.222 2.146 2.631
N -0.255 1.732 1.640
H 0.084 3.138 4.465
H 1.671 3.268 3.635
H 1.191 1.727 4.435
*
```

No. 3
ORCA calculation (the ωB97M-V functional and the def2-TZVPD basis) on an isolated molecule of C5H6 at a distorted geometry.

ΔE to the lowest compared entry with this formula, charge and spin = 2.185 eV
SMILES = C=C1[C@H]2C[C@@H]12
Maximum force = 1.197 eV/A
LUMO level = 0.0441 hartree
Gap between HOMO and LUMO = 9.866 eV

Structure (ORCA input):
```
! wB97M-V def2-TZVPD RIJCOSX def2/J DEFGRID3
* xyz 0 1
C -1.991 0.006 0.178
C -0.693 -0.070 -0.073
C 0.488 0.707 -0.437
C 1.446 0.055 0.510
C 0.567 -0.812 -0.331
H -2.587 -0.870 0.367
H -2.481 0.962 0.211
H 0.676 1.399 -1.233
H 2.498 0.088 0.254
H 1.256 0.123 1.576
H 0.822 -1.589 -1.021
*
```

No. 4
ORCA calculation (the ωB97M-V functional and the def2-TZVPD basis) on a cluster of 6 separate species, C29H63ClNO13 in total at a distorted geometry.

Maximum force = 1.776 eV/A
LUMO level = 0.0701 hartree
Gap between HOMO and LUMO = 6.610 eV

Structure (ORCA input):
```
! wB97M-V def2-TZVPD RIJCOSX def2/J DEFGRID3
* xyz -1 1
C 1.224 1.340 -1.039
C 2.067 1.808 -1.757
N 2.938 2.505 -2.568
C 2.090 3.187 -3.575
C 0.835 3.858 -2.954
O 0.556 5.020 -3.762
C 3.872 1.532 -3.200
C 5.202 1.394 -2.386
C 5.255 0.185 -1.399
C 5.226 0.654 0.102
Cl 3.732 0.043 0.911
C 4.308 1.994 -4.643
O 3.885 1.356 -5.622
O 5.080 2.952 -4.666
H 0.319 1.145 -0.507
H 2.644 3.993 -4.069
H 1.711 2.489 -4.340
H 0.008 3.138 -3.012
H 1.016 4.213 -1.931
H -0.400 5.100 -3.814
H 3.432 0.524 -3.283
H 5.982 1.221 -3.138
H 5.421 2.363 -1.924
H 6.240 -0.290 -1.529
H 4.474 -0.561 -1.573
H 5.285 1.745 0.122
H 6.094 0.247 0.631
C -0.821 6.640 0.570
O -1.942 6.714 -0.296
C -2.614 7.964 -0.230
C -2.230 8.862 -1.390
O -0.867 9.248 -1.328
C -0.036 8.486 -2.194
H -0.220 5.783 0.267
H -0.202 7.538 0.512
H -1.154 6.489 1.603
H -2.421 8.458 0.727
H -3.686 7.750 -0.291
H -2.825 9.781 -1.334
H -2.452 8.378 -2.346
H -0.165 8.828 -3.226
H -0.253 7.419 -2.134
H 0.999 8.647 -1.898
C -3.280 -0.714 3.548
O -3.643 -1.847 2.774
C -3.718 -1.561 1.383
C -2.473 -2.023 0.653
O -1.327 -1.290 1.052
C -0.523 -1.992 1.986
H -2.983 -1.062 4.537
H -2.444 -0.168 3.106
H -4.140 -0.044 3.655
H -3.895 -0.495 1.215
H -4.580 -2.112 0.992
H -2.608 -1.845 -0.419
H -2.312 -3.097 0.795
H 0.055 -2.764 1.469
H -1.121 -2.453 2.776
H 0.167 -1.281 2.441
C -0.862 -1.032 7.217
O -2.239 -0.719 7.081
C -3.054 -1.413 8.015
C -3.436 -0.529 9.185
O -2.306 -0.177 9.970
C -1.824 1.127 9.691
H -0.291 -0.281 6.671
H -0.543 -1.021 8.262
H -0.655 -2.015 6.781
H -2.557 -2.325 8.359
H -3.966 -1.705 7.484
H -4.117 -1.085 9.837
H -3.961 0.368 8.840
H -2.474 1.874 10.159
H -1.763 1.318 8.617
H -0.825 1.215 10.117
C 3.005 -3.125 -9.252
O 1.648 -2.748 -9.410
C 0.799 -3.328 -8.430
C 0.475 -2.348 -7.319
O 1.622 -2.015 -6.564
C 2.187 -0.750 -6.924
H 3.613 -2.446 -9.849
H 3.327 -3.056 -8.211
H 3.157 -4.147 -9.617
H 1.245 -4.242 -8.024
H -0.130 -3.604 -8.941
H -0.235 -2.823 -6.631
H 0.000 -1.446 -7.720
H 1.586 0.058 -6.502
H 2.252 -0.631 -8.009
H 3.187 -0.690 -6.506
C -0.697 -8.259 3.674
O -1.851 -8.272 2.852
C -2.632 -7.090 2.979
C -2.380 -6.130 1.834
O -1.054 -5.622 1.856
C -0.198 -6.275 0.932
H -0.029 -9.048 3.328
H -0.168 -7.305 3.619
H -0.974 -8.464 4.714
H -2.445 -6.605 3.942
H -3.681 -7.399 2.954
H -3.053 -5.272 1.943
H -2.596 -6.604 0.871
H -0.399 -5.914 -0.082
H -0.317 -7.360 0.962
H 0.830 -6.028 1.194
*
```

No. 5
ORCA calculation (the ωB97M-V functional and the def2-TZVPD basis) on an isolated molecule of C20H25NO at a distorted geometry.

ΔE to the lowest compared entry with this formula, charge and spin = 5.786 eV
SMILES = CN1CC=C([C@]2(c3ccccc3)O[C@H]3[C@@H]4CC[C@@H](C4)[C@H]32)CC1
Maximum force = 5.800 eV/A
LUMO level = 0.0289 hartree
Gap between HOMO and LUMO = 9.075 eV

Structure (ORCA input):
```
! wB97M-V def2-TZVPD RIJCOSX def2/J DEFGRID3
* xyz 0 1
C -0.681 1.265 -4.733
N -1.728 0.480 -3.914
C -2.293 1.285 -2.841
C -1.580 1.140 -1.514
C -0.518 0.368 -1.289
C -0.195 0.358 0.136
C -1.193 -0.388 1.012
C -1.284 -1.824 0.893
C -2.096 -2.606 1.760
C -2.635 -1.991 2.802
C -2.559 -0.602 3.053
C -1.796 0.171 2.131
O 0.117 1.640 0.719
C 1.598 1.394 0.610
C 2.415 1.443 1.893
C 3.707 0.700 1.757
C 3.295 -0.818 1.876
C 1.775 -0.607 1.945
C 1.678 0.494 2.911
C 1.311 -0.042 0.488
C -0.188 -0.638 -2.401
C -1.330 -0.826 -3.400
H -0.976 2.299 -4.726
H -0.670 0.873 -5.726
H 0.317 1.226 -4.408
H -2.332 2.332 -3.098
H -3.264 1.008 -2.703
H -1.805 1.848 -0.786
H -0.712 -2.313 0.160
H -2.222 -3.680 1.606
H -3.101 -2.626 3.535
H -3.133 -0.136 3.828
H -1.770 1.271 2.171
H 2.203 1.770 -0.144
H 2.619 2.412 2.234
H 4.576 1.102 2.412
H 4.027 0.835 0.716
H 3.441 -1.566 0.968
H 3.674 -1.230 2.772
H 1.244 -1.502 2.238
H 0.630 0.775 3.167
H 2.219 0.283 3.920
H 1.732 -0.570 -0.340
H 0.723 -0.460 -2.984
H 0.075 -1.597 -1.835
H -1.072 -1.562 -4.013
H -2.243 -1.190 -2.860
*
```

No. 6
ORCA calculation (the ωB97M-V functional and the def2-TZVPD basis) on a cluster of 2 separate species, C25H26FN2O6S2 in total at a distorted geometry.

ΔE to the lowest compared entry with this formula, charge and spin = 0.228 eV
Maximum force = 2.272 eV/A
LUMO level = 0.0725 hartree
Gap between HOMO and LUMO = 6.707 eV

Structure (ORCA input):
```
! wB97M-V def2-TZVPD RIJCOSX def2/J DEFGRID3
* xyz -1 1
C 0.617 -2.094 2.221
C 0.524 -0.728 2.949
N 1.313 0.328 2.300
C 2.617 0.674 2.892
C 2.435 1.675 3.982
C 0.826 1.140 1.353
C -0.400 0.554 0.674
C -1.619 1.408 1.135
C -2.908 0.732 1.474
C -3.034 -0.492 2.147
C -4.219 -0.825 2.807
C -5.337 0.009 2.708
C -5.261 1.164 1.918
C -4.074 1.491 1.266
O -1.494 2.607 1.357
O 1.413 2.149 0.967
H 0.373 -2.867 2.962
H -0.095 -2.199 1.382
H 1.644 -2.249 1.836
H -0.508 -0.409 3.065
H 0.949 -0.846 3.941
H 3.030 -0.281 3.224
H 3.247 1.044 2.079
H 3.391 2.124 4.246
H 1.752 2.466 3.655
H 2.021 1.186 4.863
H -0.637 -0.473 0.693
H -2.193 -1.177 2.160
H -4.257 -1.740 3.406
H -6.254 -0.237 3.256
H -6.135 1.828 1.837
H -4.039 2.376 0.630
C -3.848 -2.105 -3.723
C -2.751 -2.128 -4.589
C -1.696 -1.238 -4.404
C -1.756 -0.292 -3.379
S -0.522 1.043 -3.347
N 0.911 0.401 -2.895
F 0.056 0.662 -0.593
S 2.253 1.350 -2.755
C 3.532 0.384 -1.869
C 3.993 0.762 -0.610
C 5.071 0.094 -0.019
C 5.714 -0.934 -0.710
C 5.244 -1.313 -1.961
C 4.146 -0.678 -2.520
O 2.858 1.366 -4.073
O 2.090 2.615 -2.088
O -0.359 1.318 -4.748
O -1.100 2.093 -2.542
C -2.832 -0.301 -2.485
C -3.887 -1.191 -2.673
H -4.666 -2.822 -3.865
H -2.699 -2.840 -5.414
H -0.834 -1.256 -5.065
H 3.497 1.583 -0.110
H 5.399 0.385 0.976
H 6.572 -1.437 -0.266
H 5.731 -2.103 -2.524
H 3.776 -0.993 -3.485
H -2.839 0.411 -1.664
H -4.742 -1.174 -1.983
*
```

No. 7
ORCA calculation (the ωB97M-V functional and the def2-TZVPD basis) on a cluster of 17 separate species, C32H28Cl64NO5 in total at a distorted geometry.

Maximum force = 1.368 eV/A
LUMO level (spin up / spin down) = -0.0004 / -0.0004 hartree
Gap between HOMO and LUMO (spin up / spin down) = 8.207 / 9.441 eV

Structure (ORCA input):
```
! wB97M-V def2-TZVPD RIJCOSX def2/J DEFGRID3
* xyz 0 2
C -1.888 4.010 0.904
C -1.399 2.742 1.614
C 0.110 2.599 1.734
O 0.620 1.850 0.636
C 1.960 2.114 0.228
C 2.911 1.860 1.421
C 4.350 2.212 1.147
O 5.089 1.649 0.398
O 4.785 3.292 1.926
C 4.908 4.551 1.327
C 5.796 4.614 0.114
O 4.351 5.488 1.822
C 2.155 3.504 -0.360
C 1.518 3.745 -1.750
C 2.622 4.065 -2.765
C 0.549 4.937 -1.682
N 0.712 2.566 -2.198
O 0.146 2.746 -3.324
C 1.241 1.178 -2.049
C 1.974 0.734 -3.319
C 0.016 0.251 -1.833
C 2.214 1.079 -0.861
H -2.806 4.388 1.353
H -1.140 4.803 0.987
H -2.056 3.842 -0.160
H -1.789 2.738 2.636
H -1.790 1.842 1.136
H 0.323 2.047 2.654
H 0.586 3.579 1.847
H 2.876 0.790 1.651
H 2.590 2.397 2.312
H 6.543 5.387 0.301
H 5.211 4.949 -0.745
H 6.293 3.675 -0.107
H 3.231 3.669 -0.464
H 1.810 4.272 0.336
H 3.085 5.011 -2.470
H 3.415 3.312 -2.762
H 2.211 4.176 -3.768
H 0.096 5.033 -0.696
H 1.062 5.867 -1.931
H -0.247 4.804 -2.412
H 2.697 1.471 -3.669
H 2.523 -0.182 -3.083
H 1.277 0.503 -4.124
H -0.069 -0.449 -2.665
H -0.894 0.850 -1.851
H 0.075 -0.298 -0.896
H 3.247 1.168 -1.208
H 2.109 0.093 -0.403
C 9.948 3.801 1.135
Cl 10.954 2.406 0.745
Cl 10.823 4.880 2.222
Cl 9.533 4.666 -0.352
Cl 8.454 3.258 1.904
C -7.800 3.903 4.087
Cl -8.363 4.195 2.441
Cl -6.677 2.541 4.093
Cl -6.985 5.355 4.690
Cl -9.176 3.536 5.133
C -5.888 8.514 7.490
Cl -4.877 7.904 6.171
Cl -7.556 8.655 6.928
Cl -5.816 7.391 8.848
Cl -5.295 10.098 7.994
C -0.414 -3.600 -3.990
Cl 0.976 -3.070 -3.036
Cl -0.861 -2.312 -5.114
Cl 0.008 -5.062 -4.883
Cl -1.772 -3.935 -2.912
C -0.699 -1.569 3.521
Cl -0.018 -0.384 2.409
Cl 0.586 -2.311 4.484
Cl -1.843 -0.774 4.605
Cl -1.531 -2.825 2.595
C -4.550 3.368 8.378
Cl -5.421 4.219 7.097
Cl -4.781 4.213 9.911
Cl -5.191 1.726 8.493
Cl -2.829 3.307 7.992
C -6.990 0.816 12.051
Cl -6.951 -0.802 11.339
Cl -5.338 1.359 12.356
Cl -7.783 1.924 10.929
Cl -7.886 0.772 13.572
C -0.685 -3.405 -8.968
Cl -1.346 -1.771 -9.053
Cl 0.845 -3.394 -8.094
Cl -1.830 -4.463 -8.136
Cl -0.408 -4.024 -10.600
C -4.502 -3.640 6.285
Cl -4.992 -4.833 7.496
Cl -2.823 -3.910 5.831
Cl -5.532 -3.778 4.858
Cl -4.673 -2.014 6.954
C -1.839 -4.353 -14.397
Cl -3.003 -4.538 -13.080
Cl -2.557 -4.943 -15.897
Cl -1.414 -2.648 -14.567
Cl -0.382 -5.288 -14.037
C 8.890 5.220 -4.416
Cl 8.746 6.128 -5.920
Cl 8.886 6.343 -3.048
Cl 7.526 4.109 -4.257
Cl 10.398 4.305 -4.413
C -1.234 -9.401 -12.391
Cl -2.083 -7.878 -12.655
Cl 0.246 -9.086 -11.475
Cl -2.263 -10.509 -11.480
Cl -0.822 -10.124 -13.949
C 1.622 -5.988 6.287
Cl 2.881 -6.928 5.489
Cl 2.226 -4.361 6.634
Cl 0.204 -5.893 5.240
Cl 1.176 -6.776 7.806
C 3.860 -11.065 5.544
Cl 4.614 -9.933 4.410
Cl 5.109 -11.795 6.555
Cl 2.708 -10.199 6.558
Cl 3.021 -12.326 4.637
C 2.255 -7.722 -8.251
Cl 3.675 -8.133 -9.219
Cl 2.766 -6.909 -6.766
Cl 1.205 -6.646 -9.170
Cl 1.376 -9.198 -7.841
C -9.011 -3.184 2.647
Cl -8.029 -3.754 1.294
Cl -10.633 -2.789 2.076
Cl -9.109 -4.451 3.874
Cl -8.263 -1.746 3.346
*
```

No. 8
ORCA calculation (the ωB97M-V functional and the def2-TZVPD basis) on an isolated molecule of C7H6Br2FP at a distorted geometry.

ΔE to the lowest compared entry with this formula, charge and spin = 0.000 eV
SMILES = Cc1cccc(F)c1P(Br)Br
Maximum force = 4.304 eV/A
LUMO level = -0.0045 hartree
Gap between HOMO and LUMO = 9.126 eV

Structure (ORCA input):
```
! wB97M-V def2-TZVPD RIJCOSX def2/J DEFGRID3
* xyz 0 1
C -0.348 -1.159 2.003
C -0.053 -0.182 0.906
C 0.457 1.097 1.134
C 0.714 2.115 0.229
C 0.429 1.858 -1.079
C -0.052 0.558 -1.477
F -0.404 0.326 -2.747
C -0.271 -0.454 -0.569
P -0.539 -2.224 -1.175
Br 1.244 -2.458 -2.485
Br -2.256 -2.039 -2.635
H 0.169 -2.185 1.815
H 0.047 -0.758 2.996
H -1.472 -1.443 2.100
H 0.413 1.317 2.259
H 1.144 3.085 0.597
H 0.778 2.546 -1.872
*
```

E_tot in eV, matching the order above: -94941.1865; -39044.4883; -5279.0139; -71717.1048; -24678.6879; -65998.8540; -846794.4012; -159447.8549